Entry 1:
A molecular structure, C32H30BrN7O2Ti in a non-equilibrium geometry, computed with wB97M-V/def2-TZVPD.

As for the maximum force: 1.94 eV/A. The value obtained for the energy above the lowest of the compared OMol25 structures with the same formula, charge and spin is 136.4 kJ/mol. The expectation value of S² is 0.78. The value obtained for the HOMO-LUMO gap (alpha / beta) is 6.61 / 7.09 eV. The net charge is +1. The value obtained for the HOMO energy (alpha / beta) is -10.185 / -10.701 eV. The spin multiplicity is 2. As for the electronic energy: -141348.252 eV.

The geometry in XYZ format:
```
73
C32H30BrN7O2Ti | the OMol25 dataset | wB97M-V/def2-TZVPD
Br -4.9245 0.8393 6.1533
Ti 0.0013 -0.2220 0.0755
O -0.7345 -1.7580 -0.5695
O 1.6294 -0.5770 1.1521
N -0.9099 2.1965 -1.0697
N 3.4911 -0.3937 2.4010
N -2.3946 -4.9969 3.7405
N -1.3166 1.0779 -0.5906
N 3.0723 -2.3337 1.1771
N -0.8818 -0.5608 1.9324
N -2.9099 -4.7418 4.8356
C 2.7003 -1.0958 1.5764
C -4.7134 -1.4659 4.5201
C -1.0811 -2.1512 4.1841
C -3.3402 -2.9699 6.4065
C 2.4345 -2.9129 -0.0010
C -2.0074 -4.0050 2.7322
C -1.2156 -2.4698 0.4862
C -4.6406 -0.5833 -0.7075
C 2.4246 3.5172 -1.7911
C 3.5599 -3.3330 2.1318
C 1.0779 3.4886 -1.4944
C -3.4739 -0.0220 -0.2076
C 3.1876 2.3519 -1.6782
C -1.7146 -3.7182 0.3307
C 0.4957 2.2801 -1.1045
C -4.9346 -0.4858 -2.0606
C -2.9172 0.7841 -2.4048
C 4.9153 -0.6764 2.5913
C -3.5070 -3.4536 5.1198
C -4.0789 0.2134 -2.9033
C 2.6070 1.1747 -1.2359
C -2.6032 0.6331 -1.0650
C 1.2447 1.0942 -0.9519
C -2.1241 -4.4660 1.4568
C -0.7557 -0.0416 3.1285
C -4.4343 -0.9387 5.7714
C -3.7746 -1.6896 6.7317
C -1.1822 -1.9038 1.8126
C -1.4412 -2.7099 2.9339
C 3.0542 0.8951 2.9359
C -4.2423 -2.7288 4.1942
C -0.7852 -0.8280 4.2890
H -5.8325 -0.9473 -2.4556
H 2.0088 1.0534 2.7232
H 3.2114 0.9146 4.0152
H -0.5800 -0.3764 5.2514
H 5.4721 0.2444 2.4162
H 3.1302 -3.6198 -0.4502
H -4.3145 0.3132 -3.9543
H 3.8657 -2.8741 3.0649
H 2.8863 4.4406 -2.1192
H 5.1230 -1.0106 3.6090
H 3.6316 1.7009 2.4823
H -2.2383 1.3295 -3.0470
H -5.3309 -1.0814 -0.0359
H -3.2526 -0.0590 0.8512
H -2.8127 -3.5825 7.1297
H -1.0243 -2.7787 5.0608
H -0.6002 1.0276 3.1766
H 5.2578 -1.4232 1.8843
H 2.7601 -4.0444 2.3491
H 3.2376 0.2969 -1.1305
H 1.5162 -3.4457 0.2539
H -3.5934 -1.2781 7.7153
H -5.2653 -0.8805 3.7961
H -2.5570 -5.4522 1.3259
H 2.2135 -2.1472 -0.7304
H 4.2393 2.3711 -1.9396
H 4.4036 -3.8783 1.7104
H -4.4436 -3.1472 3.2141
H -1.7841 -4.1297 -0.6680
H 0.4604 4.3783 -1.5715
```

Entry 2:
A molecular structure, C32H30CdN2O3S5Si, computed with wB97M-V/def2-TZVPD.

As for the maximum force: 0.11 eV/A. The value obtained for the energy above the lowest of the compared OMol25 structures with the same formula, charge and spin is 0.0 kJ/mol. The value obtained for the HOMO-LUMO gap is 6.34 eV. The net charge is -2. The value obtained for the HOMO energy is -2.067 eV. As for the electronic energy: -109418.083 eV.

The geometry in XYZ format:
```
74
C32H30CdN2O3S5Si | the OMol25 dataset | wB97M-V/def2-TZVPD
Cd 0.9558 -1.3791 0.8727
S 1.3429 -3.8277 1.5211
S -3.6025 -0.3408 -5.5558
S -0.5945 -2.8786 -0.5075
S -0.4885 -5.7743 0.1892
S -1.4747 -0.1126 2.9080
Si 2.3265 0.5766 0.0553
O -0.1266 -0.7125 2.8813
O -1.7978 0.5732 1.6616
O -1.7262 0.6677 4.1026
N -2.1866 1.1708 -3.8500
N -3.3931 -0.6082 -2.9492
C 4.8622 -0.6926 0.4273
C -4.8567 -2.2903 3.0237
C 2.3531 0.6559 -1.8471
C 6.9176 0.3464 1.1205
C -3.6009 -1.1751 -0.5888
C 3.3465 1.3365 -2.5585
C -2.5933 -1.4973 2.9510
C -3.0144 0.1228 -4.0507
C -1.7926 1.4553 -2.6201
C 1.7307 2.2894 0.6259
C -5.4238 -4.7069 2.5864
C 4.8960 1.6397 0.9406
C 6.2162 -0.7825 0.7148
C 0.0739 -4.2156 0.3913
C 6.2523 1.5580 1.2367
C 3.2991 1.4479 -3.9415
C 1.9493 3.4625 -0.1032
C -0.8919 2.6389 -2.4525
C 0.8088 4.7763 1.5578
C 0.5766 3.6247 2.2962
C 1.4982 4.6937 0.3544
C 1.0357 2.3984 1.8333
C 2.2518 0.8713 -4.6498
C -4.4256 -3.5891 2.7408
C -3.9520 -1.2496 3.1257
C 1.3253 0.0628 -2.5852
C -3.0663 -3.8213 2.5918
C 4.1727 0.5204 0.5244
C -2.1976 0.7331 -1.4796
C 1.2663 0.1711 -3.9696
C -3.0333 -0.3276 -1.6737
C -2.1472 -2.7819 2.7030
H 2.2067 0.9618 -5.7288
H 0.4410 5.7336 1.9097
H -0.1655 2.4669 -1.6593
H -1.4924 3.5060 -2.1636
H -6.0683 -4.5394 1.7199
H -4.2849 -0.2393 3.3295
H 1.6739 5.5873 -0.2345
H -3.2808 -2.2128 -0.7030
H 4.3231 -1.5878 0.1313
H -3.2469 -0.8149 0.3731
H -4.6931 -1.1291 -0.6144
H 6.7888 2.4427 1.5612
H 4.0806 1.9844 -4.4686
H 0.4466 -0.2829 -4.5131
H -3.9825 -1.4056 -3.1411
H 7.9742 0.2783 1.3531
H -5.9169 -2.0958 3.1542
H 2.4674 3.4130 -1.0556
H 0.8221 1.5055 2.4094
H 4.3880 2.5931 1.0414
H 0.0147 3.6665 3.2212
H -0.3820 2.8550 -3.3886
H -2.7006 -4.8142 2.3554
H 4.1771 1.7832 -2.0196
H 6.7229 -1.7370 0.6326
H -4.9180 -5.6615 2.4447
H 0.5567 -0.5053 -2.0691
H -1.0894 -2.9785 2.5857
H -1.8635 0.9841 -0.4818
H -6.0699 -4.7876 3.4640
```

Entry 3:
A molecular structure, C32H30Cl2N8O2PbS2, computed with wB97M-V/def2-TZVPD.

As for the maximum force: 0.69 eV/A. The value obtained for the energy above the lowest of the compared OMol25 structures with the same formula, charge and spin is 237.4 kJ/mol. The expectation value of S² is 0.77. The value obtained for the HOMO-LUMO gap (alpha / beta) is 2.95 / 5.63 eV. The net charge is -1. The value obtained for the HOMO energy (alpha / beta) is -1.677 / -4.364 eV. The spin multiplicity is 2. As for the electronic energy: -101649.972 eV.

The geometry in XYZ format:
```
77
C32H30Cl2N8O2PbS2 | the OMol25 dataset | wB97M-V/def2-TZVPD
Pb 0.1824 -0.6586 -0.3822
Cl 5.4220 0.6529 -0.9303
Cl 4.5661 -1.2897 -2.9487
S 0.7030 4.0587 0.0401
S 1.6966 -3.2049 1.4974
O 2.3083 1.3186 -2.9325
O 2.4649 0.1394 -0.9933
N 1.0374 0.6948 2.3915
N 2.6280 1.3935 4.1758
N -1.6625 2.4822 -0.1017
N 0.2882 -1.8499 -2.4873
N -0.7990 -3.1810 0.4873
N -2.0223 0.3673 0.8679
N -0.7005 0.9581 -1.8889
N -0.7199 -0.2588 -3.9867
C 0.3867 -2.1389 -4.8578
C -0.2356 -5.1149 1.7844
C -2.7402 2.3636 2.0362
C -2.6054 -0.3475 1.8429
C -1.9972 -3.7392 0.2662
C -2.4661 2.0232 -4.9051
C -1.0252 0.7216 -3.1572
C -1.2302 2.2367 -1.5016
C -2.8418 3.8535 -2.7932
C -0.5720 3.1724 -0.5517
C -3.2923 1.6099 3.0369
C 1.0673 -3.3138 -4.7146
C 2.0844 0.0312 4.5051
C -2.0593 2.7260 -2.6353
C -3.4403 4.0595 -4.0311
C 2.8760 0.6612 -2.0710
C 0.5987 1.9782 2.9255
C -2.3947 -4.9583 0.7670
C 3.3506 1.3726 2.8531
C 1.5036 2.3896 4.1144
C -3.2360 0.2005 2.9392
C -3.2455 3.1603 -5.0800
C 0.1148 -3.8518 1.2407
C 1.3660 -3.7798 -3.4253
C 1.0147 -0.3149 3.4405
C -1.4770 -5.6553 1.5529
C 4.3899 0.3865 -2.3626
C 2.3715 0.8011 1.8038
C -0.0122 -1.3777 -3.7222
C 0.9599 -3.0165 -2.3661
C -2.1172 1.7195 0.9466
C -1.8839 1.8223 -3.6665
H 4.7404 1.0437 -3.1456
H 2.3330 1.4490 0.9296
H 1.9376 3.3781 3.9670
H -3.6843 -0.4346 3.6917
H -2.3016 1.3084 -5.7021
H 0.6489 2.7256 2.1321
H 3.2806 1.6714 4.8997
H 1.2260 -1.2899 2.9990
H 4.2511 0.7703 2.9630
H 2.9192 -0.6698 4.4808
H -3.3783 -5.3532 0.5495
H 0.1322 -1.7293 -5.8251
H -3.7072 3.3585 -6.0407
H 2.6866 -0.1838 1.4591
H -2.9847 4.5514 -1.9758
H 1.1829 -3.3268 -1.3478
H 0.9851 2.3627 5.0723
H -3.7859 2.0897 3.8740
H 1.3797 -3.8780 -5.5859
H 3.6348 2.3985 2.6227
H 0.5080 -5.6355 2.3712
H 0.0136 -0.3456 3.8737
H -2.5233 -1.4256 1.7368
H 1.9091 -4.7002 -3.2603
H -4.0651 4.9320 -4.1856
H -1.7390 -6.6237 1.9658
H 1.6829 0.0671 5.5171
H -2.7779 3.4461 2.0475
H -2.6721 -3.1542 -0.3558
H -0.4374 1.8941 3.2499
```